Formula: C3H4F3I
Source: the OMol25 dataset
Level of theory: ωB97M-V/def2-TZVPD

For the energy, the calculation gives -714.020479 hartree. Its relative energy (zero: lowest compared OMol25 entry of this formula, charge and spin) is 0.067 eV. The total charge is 0. Its orbital gap is 10.10 eV. Its HOMO energy is -9.9 eV.

Each line ends with the Löwdin charge.
Geometry (Å):
F: 1.859372 -0.591387 -0.810175  0.11
C: 0.710010 0.087814 -1.146435  -0.61
F: -0.061628 -0.695073 -1.945026  0.12
F: 1.022305 1.190935 -1.814029  0.14
C: -0.060511 0.554542 0.091704  -0.23
C: -0.514595 -0.602499 0.977607  -0.63
I: -2.081731 0.141289 2.272703  0.75
H: -0.919601 1.142998 -0.238460  0.10
H: 0.588205 1.206760 0.686292  0.13
H: 0.327290 -1.006521 1.571947  0.06
H: -0.869115 -1.428859 0.353872  0.05

Forces on atoms 1 to 2 (eV/Å):
-1.13 0.51 -0.68
-0.59 0.08 1.38